Below is a molecular structure, C16H17IrN2 in a non-equilibrium geometry, with properties calculated with ωB97M-V/def2-TZVPD.

```
36
Properties=species:S:1:pos:R:3:forces:R:3
C -0.298546 -2.139925 -1.524811 1.24 0.28 -1.83
C -1.378810 -2.783818 -0.913493 -0.22 -3.48 0.34
H 0.730703 -2.265433 -1.105398 -0.96 0.00 -0.16
H -0.193604 -2.009807 -2.661190 -0.44 -0.15 1.81
H -2.388211 -2.868231 -1.358753 1.22 -0.22 0.11
H -1.159397 -3.595078 -0.133960 -0.50 1.45 -0.89
Ir -1.033621 -0.213898 -0.733457 3.32 1.21 1.09
C -1.853551 0.806469 -2.413391 -0.71 0.04 -0.29
C -2.332210 -0.554363 -2.335786 -1.13 0.20 -1.31
C -3.132159 0.602381 -0.486613 -0.47 0.44 -0.13
C -2.406025 1.502825 -1.293546 -0.47 0.52 -0.08
H -2.132036 -1.326934 -3.079733 -0.25 0.37 0.33
H -3.585464 -1.572970 -0.712563 0.10 0.56 -0.36
H -3.692265 0.894504 0.397888 0.27 -0.30 -0.05
C -3.082946 -0.690459 -1.112375 -0.69 0.11 -0.22
H -2.286027 2.569517 -1.094197 0.19 -0.42 0.08
H -1.248790 1.299048 -3.166507 -0.17 -0.42 -0.11
N -0.301097 -1.168806 0.972091 -0.74 -1.35 2.90
C 0.838904 -0.518922 1.603720 -1.03 -0.23 -1.13
C 1.438163 -1.040604 2.729187 2.40 0.49 1.83
C 2.604983 -0.389321 3.167002 -2.52 -3.24 0.90
C 3.093664 0.750634 2.534181 0.74 1.64 -1.05
C 2.440128 1.312979 1.408954 -0.19 0.23 -0.42
C 2.868856 2.453854 0.686455 0.65 -1.03 1.62
C 2.104492 2.863230 -0.382689 -2.12 -0.10 -2.26
C 0.976523 2.145091 -0.818113 1.73 1.52 -0.44
N 0.627603 0.971575 -0.207742 -0.48 -0.90 1.42
C 1.279352 0.616673 0.947437 0.67 1.23 -1.28
H -0.133917 -2.234285 0.996712 -0.50 2.02 -0.24
H -1.119671 -1.002516 1.628472 1.06 -0.65 -0.60
H 1.025067 -1.903982 3.232753 0.17 -0.02 0.06
H 3.119086 -0.814975 4.027604 -0.02 0.25 -0.18
H 4.015843 1.180060 2.908067 -0.08 0.16 -0.12
H 3.780768 2.977645 0.970670 -0.29 -0.12 -0.04
H 2.405664 3.735613 -0.959722 -0.20 -0.12 0.16
H 0.408546 2.412230 -1.717154 0.41 0.03 0.57
```
Forces are in eV/Å.

Summary:
spin multiplicity = 5
expectation value of S² = 6.053
gap between HOMO and LUMO (alpha / beta) = 5.87 / 5.79 eV
energy above the lowest of the compared OMol25 structures with the same formula, charge and spin = 0.341 eV
calculated total energy = -832.92121 a.u.
net charge = +2